Entry from OMol25: a structure of composition C16H12ClN3O4RuS2 at a distorted geometry (ωB97M-V/def2-TZVPD).

Last column: natural (NBO) charge in e.
Geometry (Å):
Ru: 0.035 -0.545 -0.389  0.75
N: -0.036 1.458 2.178  -0.59
C: -0.764 2.437 1.658  0.24
C: -0.901 3.631 2.399  -0.15
C: -1.689 4.667 1.956  -0.20
C: -2.354 4.567 0.748  -0.04
C: -2.215 3.419 -0.069  -0.12
C: -2.853 3.339 -1.319  -0.07
C: -2.686 2.225 -2.094  -0.22
C: -1.884 1.194 -1.612  0.12
N: -1.259 1.241 -0.436  -0.42
C: -1.410 2.330 0.355  0.21
H: 0.362 1.578 3.102  0.43
H: -0.069 0.505 1.843  0.43
H: -0.392 3.710 3.352  0.24
H: -1.797 5.552 2.568  0.26
H: -2.989 5.374 0.403  0.24
H: -3.471 4.164 -1.649  0.24
H: -3.151 2.137 -3.065  0.26
H: -1.736 0.301 -2.203  0.25
S: 0.714 -1.209 -2.760  -0.02
C: 2.184 -0.747 -2.029  -0.11
N: 2.119 -0.011 -0.942  -0.52
C: 3.356 0.288 -0.420  0.19
C: 3.614 1.040 0.725  -0.24
C: 4.927 1.256 1.087  -0.18
C: 5.978 0.731 0.330  -0.21
C: 5.736 -0.018 -0.806  -0.19
C: 4.416 -0.236 -1.181  -0.24
S: 3.793 -1.133 -2.539  0.47
H: 2.784 1.426 1.303  0.20
H: 5.155 1.841 1.969  0.22
H: 6.999 0.906 0.640  0.23
H: 6.550 -0.431 -1.385  0.23
O: 0.891 -2.823 -0.009  -0.77
Cl: 0.414 -2.488 1.311  2.53
O: 1.147 -1.289 1.727  -0.87
O: 0.541 -3.532 2.229  -0.73
O: -0.979 -2.050 1.162  -0.85

Gap between HOMO and LUMO (alpha / beta) in Eh: 0.2156 / 0.1299
2S+1: 2
Total charge: +1
LUMO level (alpha / beta) in eV: -4.8 / -7.1
Strongest force on any atom in eV/A: 2.9

Entry from OMol25: the ion C2H2NO5P with charge -2 at a distorted geometry (ωB97M-V/def2-TZVPD).

Last column: natural (NBO) charge in e.
Geometry (Å):
N: 0.335 -1.437 0.460  -1.18
P: 0.279 0.188 -0.346  1.50
O: 1.089 0.122 -1.654  -1.15
C: 1.277 1.131 1.054  0.59
O: 1.069 0.692 2.195  -0.77
O: 1.967 2.004 0.543  -0.72
C: -1.458 0.104 -1.088  0.54
O: -1.828 1.115 -1.698  -0.76
O: -2.085 -0.941 -0.845  -0.79
H: -0.007 -1.185 1.337  0.35
H: -0.638 -1.793 0.041  0.39

Gap between HOMO and LUMO in Eh: 0.2573
Total charge: -2
LUMO level in eV: 6.9
Strongest force on any atom in eV/A: 4.5
SMILES: NP(=O)(C(=O)[O-])C(=O)[O-]

Entry from OMol25: a cluster of 13 separate species, C16H58N6O13 in total at a distorted geometry (ωB97M-V/def2-TZVPD).

Last column: Mulliken charge in e.
Geometry (Å):
C: 2.223 -1.641 -4.487  -1.24
C: 1.599 -1.990 -3.114  0.70
O: 2.463 -1.598 -2.083  -0.71
H: 2.378 -0.526 -4.475  0.27
H: 1.544 -1.811 -5.314  0.35
H: 3.270 -2.054 -4.721  0.31
H: 1.471 -3.111 -3.104  0.34
H: 0.585 -1.610 -2.960  -0.48
H: 2.440 -2.278 -1.377  0.23
C: 0.452 4.851 0.518  -1.23
C: -0.821 4.134 1.007  0.90
O: -1.169 4.605 2.312  -0.61
H: 1.352 4.744 1.118  0.16
H: 0.300 5.888 0.325  0.50
H: 0.716 4.536 -0.481  0.07
H: -0.594 3.072 0.961  -0.78
H: -1.624 4.314 0.288  0.46
H: -1.523 3.830 2.750  0.38
C: 1.405 1.787 2.971  0.08
C: 2.548 2.811 2.787  -0.66
O: 3.564 2.513 3.702  -0.59
H: 0.876 1.932 3.861  0.52
H: 1.661 0.753 2.887  0.23
H: 0.702 1.956 2.172  -0.42
H: 2.287 3.817 3.069  0.27
H: 2.937 2.908 1.765  0.23
H: 4.035 1.712 3.477  0.33
C: -0.580 -0.745 4.408  0.55
O: 0.638 -1.294 3.913  -0.65
N: -0.694 -0.244 5.637  -0.37
N: -1.723 -0.822 3.752  0.08
H: 0.098 -0.277 6.362  0.32
H: -1.517 0.155 5.953  0.14
H: -1.739 -1.303 2.867  -0.18
H: -2.683 -0.542 4.029  0.25
C: -1.162 -0.158 -4.240  0.22
O: -0.232 0.719 -4.873  -0.73
N: -1.610 0.027 -3.041  -0.13
N: -1.758 -1.125 -4.898  -0.29
H: -1.177 0.936 -2.635  0.10
H: -2.398 -0.424 -2.563  0.18
H: -1.562 -1.144 -5.925  0.33
H: -2.636 -1.536 -4.528  0.19
C: -3.357 -2.323 1.716  0.17
O: -3.794 -3.079 2.787  -0.78
N: -2.095 -2.272 1.447  0.33
N: -4.164 -1.652 0.999  -0.37
H: -1.537 -2.921 1.965  0.25
H: -1.715 -1.720 0.668  -0.34
H: -5.215 -1.653 1.238  0.31
H: -3.792 -1.334 0.040  0.22
C: -0.007 -0.067 0.405  0.60
O: -0.782 -0.831 -0.414  1.78
H: -0.339 -0.321 1.467  -0.46
H: -0.251 0.914 0.158  -0.16
H: 1.028 -0.336 0.219  0.20
H: -0.510 -0.661 -1.337  -1.14
C: 2.458 1.852 -0.908  0.45
O: 1.805 1.002 -1.879  -0.71
H: 3.306 2.348 -1.356  0.45
H: 2.867 1.312 -0.056  -0.29
H: 1.943 2.681 -0.391  -0.50
H: 2.239 0.132 -1.927  0.30
C: -0.699 3.247 -2.935  -0.90
O: -0.493 2.190 -2.014  -0.37
H: 0.224 3.851 -2.787  0.33
H: -1.561 3.875 -2.740  0.24
H: -0.720 2.908 -3.957  0.34
H: 0.438 1.915 -2.051  0.37
C: 0.930 -3.231 0.137  0.54
O: 2.297 -3.337 0.032  -0.65
H: 0.794 -2.495 0.877  -0.35
H: 0.388 -4.134 0.377  0.44
H: 0.511 -2.882 -0.795  -0.41
H: 2.531 -4.202 0.485  0.33
C: 4.036 -0.938 1.014  -0.52
O: 3.019 -1.423 1.962  -0.42
H: 3.679 -0.786 0.018  0.08
H: 4.788 -1.722 0.932  0.41
H: 4.492 -0.018 1.344  0.22
H: 2.718 -2.313 1.698  0.26
C: -3.184 1.693 0.824  0.24
O: -4.201 0.971 1.522  -0.68
H: -3.267 1.769 -0.272  0.22
H: -2.230 1.230 0.957  -0.43
H: -3.077 2.726 1.207  0.33
H: -4.129 -0.006 1.413  0.47
C: -1.869 -3.998 -1.628  -0.39
O: -1.016 -4.802 -2.510  -0.52
H: -2.992 -4.183 -1.744  0.32
H: -1.611 -2.947 -1.713  -0.03
H: -1.591 -4.311 -0.636  0.26
H: -0.594 -5.445 -1.939  0.33

Gap between HOMO and LUMO in Eh: 0.3293
LUMO level in eV: -0.2
Strongest force on any atom in eV/A: 10.8

Which electronic energy belongs to each record? In order, -66206.382 -23123.974 -53084.852 eV.
Which ΔE to the lowest compared entry with this formula, charge and spin belongs to each record? In order, 359.1 54.1 335.4 kJ/mol.